{"formula": "C22H25F2I2N3O3V", "method": "wB97M-V/def2-TZVPD", "species": ["V", "I", "C", "C", "C", "I", "C", "C", "C", "C", "N", "C", "C", "O", "H", "H", "H", "H", "F", "C", "F", "H", "N", "C", "C", "N", "H", "H", "H", "H", "H", "H", "H", "H", "H", "C", "C", "C", "C", "C", "C", "C", "C", "C", "C", "O", "O", "H", "H", "H", "H", "H", "H", "H", "H", "H", "H", "H"], "coordinates": [[-0.837, -1.085, 0.852], [-3.161, 1.463, -1.116], [-1.318, 2.369, -0.772], [-0.937, 3.485, -1.497], [0.299, 4.068, -1.253], [0.827, 5.720, -2.430], [1.169, 3.597, -0.251], [2.439, 4.156, 0.068], [3.156, 3.625, 1.170], [2.636, 2.555, 1.865], [1.492, 1.930, 1.536], [0.746, 2.462, 0.508], [-0.476, 1.827, 0.200], [-0.784, 0.690, 0.833], [-1.592, 3.889, -2.255], [2.801, 5.019, -0.469], [4.072, 4.092, 1.513], [3.131, 2.189, 2.763], [-2.296, -2.591, 2.843], [-2.466, -1.404, 2.135], [-2.489, -0.402, 3.085], [-3.476, -1.451, 1.707], [4.096, 1.814, -1.150], [3.751, 0.515, -0.469], [2.324, 0.121, -0.847], [1.627, -0.598, 0.198], [5.044, 2.114, -0.930], [3.465, 2.561, -0.766], [3.993, 1.759, -2.162], [3.806, 0.749, 0.593], [4.490, -0.243, -0.726], [2.300, -0.420, -1.795], [1.762, 1.047, -0.984], [1.544, 0.056, 0.986], [2.038, -1.481, 0.479], [-5.015, -1.864, -3.360], [-3.722, -2.148, -2.648], [-2.550, -1.504, -3.013], [-1.348, -1.745, -2.363], [-0.125, -0.991, -2.798], [-1.326, -2.671, -1.303], [-2.504, -3.354, -0.929], [-2.503, -4.436, 0.119], [-3.679, -3.070, -1.609], [-0.023, -3.017, -0.614], [0.976, -3.362, -1.202], [-0.099, -2.840, 0.698], [-4.913, -1.021, -4.042], [-5.809, -1.635, -2.647], [-5.336, -2.732, -3.938], [-2.574, -0.773, -3.812], [-0.339, -0.416, -3.698], [0.705, -1.670, -2.988], [0.186, -0.293, -2.019], [-2.157, -4.077, 1.084], [-1.841, -5.251, -0.181], [-3.506, -4.842, 0.237], [-4.585, -3.596, -1.330]], "homo_lumo_gap_ha": [0.174, 0.259], "spin_multiplicity": 2, "e_tot_ev": -81154.2722, "charge": 0, "fmax_ev_per_a": 0.8}